No. 1
The following is a quantum chemistry calculation of a 7-piece molecular cluster, C43H56F18N2O16PS2 overall in a non-equilibrium geometry, from the OMol25 dataset.

CARTESIAN COORDINATES (ANGSTROEM)
N (-5.41952, -2.44201, 1.75819)
C (-6.65780, -1.57602, 1.68363)
O (-6.99757, -1.05704, 3.04928)
P (-8.29497, 0.12017, 2.84032)
C (-9.82648, 1.30056, 2.71836)
O (-10.80412, 1.08463, 3.81680)
O (-11.28386, -0.12519, 3.75716)
O (-7.79553, 0.53516, 1.18667)
C (-6.64680, -0.26272, 0.64784)
C (-5.16695, 0.51021, 0.56258)
C (-4.55234, 0.40107, -0.95234)
C (-2.92620, 0.22259, -1.03828)
S (-1.94652, 1.20262, 0.22149)
C (-0.85561, 2.42806, -0.68091)
S (-1.58768, 3.31783, -1.97429)
N (0.59021, 2.75092, -0.38206)
C (0.76441, 3.54362, 0.89999)
C (2.11867, 3.40780, 1.87158)
C (2.28535, 4.25509, 3.30260)
C (1.07414, 5.28096, 3.71460)
C (-0.25316, 5.41585, 2.75567)
C (-0.43706, 4.58849, 1.33903)
C (1.49342, 1.53936, -0.43504)
C (2.70615, 1.46453, -1.58505)
C (3.77303, 0.18025, -1.66807)
C (3.61466, -1.05400, -0.56604)
C (2.41059, -1.03275, 0.59106)
C (1.40959, 0.26669, 0.60305)
H (-5.74670, -3.45267, 1.82107)
H (-4.89031, -2.18517, 2.63229)
H (-7.46214, -2.30916, 1.20201)
H (-7.43749, 1.21582, 3.23496)
H (-8.57472, -0.05890, 4.26923)
H (-9.10744, -1.02696, 2.43087)
H (-9.45490, 2.42019, 2.75056)
H (-10.34608, 1.02813, 1.67892)
H (-10.72836, -0.75035, 4.30925)
H (-6.92038, -0.79869, -0.38107)
H (-5.32358, 1.66182, 0.79991)
H (-4.51188, 0.03143, 1.40575)
H (-5.02086, -0.58748, -1.43005)
H (-4.96168, 1.29044, -1.60727)
H (-2.58775, -0.89648, -0.97405)
H (-2.60535, 0.61563, -2.11899)
H (3.03238, 2.69227, 1.60369)
H (3.24996, 4.09868, 3.97630)
H (1.19324, 5.89705, 4.71348)
H (-1.12775, 6.13399, 3.08656)
H (-1.42469, 4.76952, 0.73115)
H (2.85135, 2.33934, -2.38310)
H (4.63335, 0.21253, -2.49175)
H (4.35922, -1.97886, -0.54647)
H (2.32764, -1.93774, 1.35907)
H (0.55867, 0.31799, 1.42682)
C (7.52145, -4.62214, 2.29976)
C (6.31956, -5.54369, 2.19552)
O (5.35075, -5.23722, 3.21056)
C (4.56254, -4.14172, 2.97585)
O (4.64209, -3.44018, 1.97157)
C (3.55115, -3.95148, 4.10738)
F (4.12206, -4.03766, 5.34262)
F (2.56406, -4.89289, 4.07885)
F (2.92389, -2.74204, 4.06482)
H (7.94972, -4.66367, 3.30644)
H (8.28843, -4.90374, 1.57436)
H (7.24052, -3.58074, 2.11800)
H (6.63778, -6.57802, 2.36268)
H (5.86103, -5.50431, 1.19980)
C (1.42457, 10.76886, 0.09687)
C (2.13275, 9.58716, 0.73462)
O (2.16576, 9.72164, 2.16418)
C (1.00474, 9.41301, 2.82240)
O (-0.02209, 9.03622, 2.26497)
C (1.18615, 9.55718, 4.33427)
F (1.79022, 10.72916, 4.68176)
F (1.95937, 8.56199, 4.85690)
F (0.00800, 9.52208, 5.01894)
H (1.88749, 11.70910, 0.41337)
H (1.46450, 10.70115, -0.99289)
H (0.37497, 10.81457, 0.40140)
H (3.17323, 9.55897, 0.39454)
H (1.67358, 8.63334, 0.44715)
C (-12.93799, 2.83576, 4.98984)
C (-12.45932, 3.85014, 6.01287)
O (-12.41269, 5.16778, 5.44324)
C (-13.61498, 5.81408, 5.32806)
O (-14.68900, 5.33596, 5.68159)
C (-13.42123, 7.21627, 4.74861)
F (-12.61796, 7.22329, 3.64684)
F (-12.84409, 8.06803, 5.64463)
F (-14.59116, 7.80231, 4.36673)
H (-12.31517, 2.87582, 4.09038)
H (-12.90323, 1.82472, 5.40257)
H (-13.96422, 3.04421, 4.67378)
H (-11.43866, 3.60197, 6.32220)
H (-13.08111, 3.84205, 6.91650)
C (6.71531, -5.61158, -4.58647)
C (6.31692, -6.38088, -3.33982)
O (7.41657, -6.46891, -2.42013)
C (7.66809, -5.34594, -1.67705)
O (7.01614, -4.30878, -1.75668)
C (8.83133, -5.58529, -0.71318)
F (9.90493, -6.16757, -1.31942)
F (8.48432, -6.40915, 0.31747)
F (9.29622, -4.43806, -0.14242)
H (7.60329, -6.05861, -5.04493)
H (5.90132, -5.60845, -5.31529)
H (6.96971, -4.57457, -4.34903)
H (6.05008, -7.40678, -3.61435)
H (5.43964, -5.93921, -2.85141)
C (0.05309, -7.63209, -4.95367)
C (1.12589, -8.37859, -4.18134)
O (2.29833, -8.56883, -4.98882)
C (3.11759, -7.47913, -5.12243)
O (2.90372, -6.38998, -4.59795)
C (4.34436, -7.82597, -5.96753)
F (4.02212, -8.48994, -7.11405)
F (5.22054, -8.62883, -5.29735)
F (5.05417, -6.72820, -6.35366)
H (-0.17088, -8.14727, -5.89332)
H (-0.86313, -7.55255, -4.36377)
H (0.38263, -6.62280, -5.21679)
H (0.75767, -9.37535, -3.91692)
H (1.38138, -7.86997, -3.24364)
C (7.60211, 1.05241, -7.95294)
C (8.67044, 0.07633, -7.49403)
O (8.31316, -0.51873, -6.23662)
C (7.38349, -1.52332, -6.29136)
O (6.86583, -1.92496, -7.32953)
C (7.12445, -2.09620, -4.89703)
F (6.91926, -1.12684, -3.96032)
F (8.17197, -2.84473, -4.44556)
F (6.02951, -2.90659, -4.84794)
H (7.41148, 1.80317, -7.17927)
H (7.90921, 1.55765, -8.87174)
H (6.65252, 0.54286, -8.14036)
H (9.61102, 0.61388, -7.33472)
H (8.86500, -0.69809, -8.24613)

## Properties
max |F| = 5.84 eV/A
spin multiplicity = 1
total energy = -161090.3701 eV
Kohn-Sham gap = 0.1903 hartree
net charge = -1


No. 2
The following is a quantum chemistry calculation of a 9-piece molecular cluster, C15H25Cl24FNO overall, from the OMol25 dataset.

CARTESIAN COORDINATES (ANGSTROEM)
C (-0.49066, 2.98133, 2.16966)
C (-2.01106, 3.00387, 2.37081)
C (-2.69042, 3.73231, 1.21813)
C (-2.65286, 1.63758, 2.67692)
C (-3.00834, 0.74023, 1.49539)
N (-2.10287, -0.46143, 1.32117)
O (-2.11164, -1.20893, 2.51449)
C (-0.71805, -0.20553, 0.85053)
C (-0.70588, 0.38237, -0.54449)
F (-1.70210, -0.25385, -1.27795)
H (-0.21162, 2.89431, 1.11952)
H (-0.05979, 2.13512, 2.70966)
H (-0.01911, 3.85809, 2.59424)
H (-2.19854, 3.60772, 3.25951)
H (-2.31770, 4.75354, 1.16363)
H (-3.77407, 3.77291, 1.33383)
H (-2.46680, 3.28157, 0.25023)
H (-3.57785, 1.83271, 3.21186)
H (-2.03092, 1.08986, 3.38507)
H (-3.99068, 0.29296, 1.62028)
H (-3.00966, 1.25519, 0.53962)
H (-2.54340, -1.07649, 0.63349)
H (-1.19488, -1.24704, 2.83164)
H (-0.21548, 0.44591, 1.55871)
H (-0.21068, -1.17021, 0.85818)
H (-0.91422, 1.45008, -0.53526)
H (0.25940, 0.20557, -1.00392)
C (3.01560, 1.04387, -3.30654)
Cl (4.19876, 2.17951, -3.92457)
Cl (3.69306, 0.01688, -2.04752)
Cl (1.58897, 1.89582, -2.67925)
H (2.68497, 0.41123, -4.11951)
C (3.42839, 4.33486, 1.42447)
Cl (2.13404, 5.31228, 2.11798)
Cl (3.65279, 2.85122, 2.35551)
Cl (3.08440, 3.96506, -0.26462)
H (4.34650, 4.90459, 1.47205)
C (4.84567, -3.88941, -2.63300)
Cl (4.99972, -3.04192, -1.08975)
Cl (3.23206, -4.58206, -2.80338)
Cl (5.21870, -2.82877, -3.98628)
H (5.56186, -4.70016, -2.63802)
C (5.52677, -5.43030, -7.52767)
Cl (4.37592, -5.39351, -6.18887)
Cl (7.13576, -4.97146, -6.97239)
Cl (5.54675, -7.00976, -8.30218)
H (5.20639, -4.70133, -8.25936)
C (-1.40969, -4.72277, 3.56796)
Cl (-1.77075, -5.90924, 2.32175)
Cl (-1.65691, -5.37556, 5.17816)
Cl (0.24770, -4.11124, 3.38549)
H (-2.08848, -3.89074, 3.43736)
C (-5.07972, 2.37328, 6.12727)
Cl (-5.14490, 3.40565, 4.69174)
Cl (-4.69716, 0.70443, 5.68309)
Cl (-3.92565, 2.99563, 7.29268)
H (-6.06304, 2.37527, 6.57784)
C (0.07484, -7.58951, -4.03327)
Cl (1.32985, -6.67489, -4.86619)
Cl (0.76516, -8.59405, -2.76291)
Cl (-1.16055, -6.50853, -3.38037)
H (-0.40175, -8.23874, -4.75498)
C (-1.24538, 6.33631, -1.52097)
Cl (-1.11157, 7.45446, -2.86484)
Cl (-0.56486, 4.75661, -1.94565)
Cl (-0.47006, 6.96964, -0.07076)
H (-2.29544, 6.19363, -1.30215)

## Properties
max |F| = 0.70 eV/A
spin multiplicity = 1
total energy = -322745.3578 eV
Kohn-Sham gap = 0.3595 hartree
net charge = +1


No. 3
The following is a quantum chemistry calculation of C8H10LuO5S as an isolated structure in a non-equilibrium geometry, from the OMol25 dataset.

CARTESIAN COORDINATES (ANGSTROEM)
Lu (-0.10616, -0.60236, -0.23363)
O (-3.03840, 0.85130, 0.98362)
C (-2.07918, 0.33822, 0.57080)
C (2.20212, -0.42409, -0.60277)
O (3.32407, -0.20523, -0.79072)
C (-0.53716, 0.66083, -2.21525)
O (-0.70522, 1.29463, -3.16764)
C (0.46710, -0.81730, 2.06254)
O (0.75007, -0.94677, 3.17382)
C (-1.61448, -4.66604, -1.25622)
H (-1.99191, -4.98139, -0.27200)
H (-2.37743, -4.36411, -1.98918)
C (-0.33754, -4.88016, -1.61931)
H (-0.00860, -4.76047, -2.66245)
H (0.37570, -5.37770, -0.94507)
C (2.39965, 3.70322, 1.10824)
S (1.25540, 2.33809, 0.69493)
C (-0.22917, 3.00729, 1.46788)
O (0.95526, 2.33504, -0.80121)
H (2.38939, 3.76340, 2.21031)
H (2.04618, 4.63782, 0.64381)
H (3.40316, 3.43057, 0.74294)
H (0.00213, 4.04334, 1.71947)
H (-1.01832, 3.00460, 0.71600)
H (-0.44208, 2.40901, 2.36165)

## Properties
max |F| = 8.25 eV/A
spin multiplicity = 1
total energy = -63115.6107 eV
Kohn-Sham gap = 0.1612 hartree
net charge = +3